{
  "formula": "C20H18N7O4SSn",
  "method": "ωB97M-V with the def2-TZVPD basis set",
  "charge": 3,
  "largest_force_ev_per_a": 0.88,
  "e_homo_ev": [-16.49, -16.56],
  "lumo_ha": [-0.4481, -0.3946],
  "e_above_lowest_kcal_mol": 6.90,
  "molar_mass_g_mol": 571.19,
  "elements": ["Sn", "O", "N", "N", "O", "C", "C", "C", "C", "C", "C", "H", "H", "H", "H", "H", "N", "C", "C", "C", "C", "C", "C", "C", "N", "C", "C", "N", "C", "H", "H", "H", "H", "H", "H", "H", "O", "O", "C", "N", "C", "C", "N", "C", "S", "H", "H", "H", "H", "H", "H"],
  "coordinates": [[-1.1234, -0.6061, 1.2869], [-2.7345, 0.1077, -0.3931], [-3.5404, 1.0045, -0.1675], [-3.1731, 1.8004, 0.8626], [-2.1328, 1.5590, 1.5509], [-4.0489, 2.8282, 1.1981], [-3.7171, 3.6569, 2.2883], [-4.5728, 4.6707, 2.6259], [-5.7612, 4.8611, 1.9018], [-6.0802, 4.0430, 0.8146], [-5.2453, 3.0152, 0.4598], [-2.7993, 3.4847, 2.8294], [-4.3298, 5.3297, 3.4479], [-6.4506, 5.6369, 2.2090], [-7.0054, 4.1987, 0.2777], [-5.5027, 2.3427, -0.3431], [4.2199, -8.9792, -3.0812], [3.6128, -8.0138, -2.8729], [2.9234, -6.8086, -2.6524], [1.9314, -6.3794, -3.5835], [1.2078, -5.2608, -3.3227], [1.4680, -4.5051, -2.1445], [2.4950, -4.9082, -1.2412], [3.2142, -6.0306, -1.4922], [0.7143, -3.3856, -1.8771], [-0.1773, -2.7413, -2.7432], [-0.7550, -1.7622, -2.0277], [-0.2534, -1.7763, -0.7212], [0.6162, -2.7332, -0.6566], [1.7425, -6.9618, -4.4757], [0.4256, -4.9707, -4.0081], [2.7257, -4.3242, -0.3630], [3.9952, -6.3481, -0.8146], [-0.3052, -3.0058, -3.7767], [-1.4948, -1.0454, -2.3407], [1.1804, -2.9877, 0.2253], [1.4848, 0.3017, 2.6417], [0.8443, 0.1291, 1.3623], [1.2479, 4.4561, 1.3126], [2.4941, 3.6945, 1.4369], [3.6707, 3.9551, 0.7666], [4.5463, 2.9765, 1.0935], [3.8915, 2.1488, 1.9719], [2.6470, 2.5888, 2.1718], [1.4335, 1.8380, 3.1928], [1.4105, 5.2785, 0.6234], [0.9496, 4.8569, 2.2774], [0.4655, 3.8046, 0.9316], [3.7971, 4.8147, 0.1313], [5.5647, 2.8180, 0.7859], [4.2830, 1.3332, 2.4212]],
  "nbo_charge": [1.4651, -0.4014, 0.2329, 0.1987, -0.5231, 0.1774, -0.1910, -0.1847, -0.0439, -0.2039, -0.1556, 0.2513, 0.2553, 0.2543, 0.2617, 0.2621, -0.0245, 0.1943, 0.0340, -0.1034, -0.2099, 0.4137, -0.2273, -0.0977, -0.3600, -0.0537, -0.0307, -0.5189, 0.2560, 0.2815, 0.2590, 0.2503, 0.2767, 0.2615, 0.2619, 0.2408, -0.4155, -0.6917, -0.4153, -0.2756, -0.0372, -0.0314, -0.4487, 0.1912, 0.6495, 0.2475, 0.2389, 0.2294, 0.2680, 0.2715, 0.4608]
}


{
  "formula": "C20H19AsIrN4O11S2",
  "method": "ωB97M-V with the def2-TZVPD basis set",
  "s2": 0.75,
  "largest_force_ev_per_a": 4.43,
  "e_homo_ev": [-8.90, -8.87],
  "lumo_ha": [-0.0444, -0.1002],
  "multiplicity": 2,
  "e_above_lowest_kcal_mol": 72.27,
  "molar_mass_g_mol": 822.66,
  "elements": ["Ir", "O", "As", "O", "O", "C", "C", "C", "C", "C", "C", "S", "O", "O", "O", "H", "H", "H", "H", "H", "O", "C", "O", "C", "O", "O", "N", "C", "N", "C", "C", "O", "C", "C", "H", "H", "H", "H", "H", "H", "H", "H", "N", "C", "N", "C", "C", "C", "C", "C", "C", "S", "H", "H", "H", "H", "H", "H"],
  "coordinates": [[1.3250, -0.3633, -0.1341], [1.4135, -4.0727, -2.0729], [1.1562, -2.4052, -2.5569], [1.4889, -2.2457, -4.1255], [2.1978, -1.5786, -1.3656], [-0.7329, -2.3456, -2.0588], [-1.3613, -3.5472, -1.7458], [-2.7022, -3.5609, -1.3991], [-3.4413, -2.3848, -1.3733], [-2.8283, -1.1834, -1.6822], [-1.4821, -1.1796, -2.0175], [-0.6611, 0.3611, -2.2232], [-1.4076, 1.2451, -3.0563], [0.6692, 0.0253, -2.7263], [-0.4394, 0.8256, -0.7992], [2.2765, -4.3587, -2.3998], [-0.7898, -4.4630, -1.7558], [-3.1733, -4.5006, -1.1434], [-4.4940, -2.4077, -1.1225], [-3.3806, -0.2518, -1.6870], [1.0885, -4.2172, 1.3888], [1.2714, -3.1435, 0.8734], [0.4264, -2.2815, 0.3513], [2.7188, -2.5645, 0.8325], [3.6975, -3.2242, 0.6945], [2.5922, -1.2352, 1.0881], [0.1950, -0.0376, 1.6439], [-0.9661, 0.0606, 1.6429], [-2.2551, 0.1576, 1.6492], [-2.8574, 1.4895, 1.4526], [-3.0672, 2.1166, 2.8209], [-3.8632, 1.2772, 3.6389], [-3.2826, 0.0010, 3.8440], [-3.0543, -0.7180, 2.5219], [-3.8181, 1.3316, 0.9612], [-2.2124, 2.0791, 0.8043], [-3.5976, 3.0632, 2.7345], [-2.0942, 2.2944, 3.3002], [-3.9808, -0.5602, 4.4623], [-2.3296, 0.1013, 4.3810], [-4.0057, -0.8943, 2.0191], [-2.5409, -1.6690, 2.6549], [2.6330, 1.1021, 2.5407], [2.7366, 1.8002, 1.4164], [2.4343, 1.3727, 0.2005], [2.7587, 2.3424, -0.7763], [2.6544, 2.2006, -2.1521], [3.0132, 3.2703, -2.9545], [3.4915, 4.4598, -2.4126], [3.6254, 4.6003, -1.0420], [3.2568, 3.5304, -0.2443], [3.3476, 3.4250, 1.4908], [2.4197, 0.1131, 2.4946], [2.9391, 1.5052, 3.4069], [2.2938, 1.2826, -2.5872], [2.9227, 3.1688, -4.0273], [3.7665, 5.2788, -3.0628], [4.0090, 5.5126, -0.6058]],
  "lowdin_spin": [0.6668, -0.0011, 0.0041, 0.0168, 0.1884, -0.0012, -0.0001, 0.0000, 0.0000, -0.0001, -0.0004, 0.0018, 0.0084, 0.0309, 0.0137, 0.0000, 0.0000, 0.0000, 0.0000, 0.0000, 0.0034, 0.0003, -0.0007, 0.0017, 0.0026, -0.0022, 0.0132, 0.0134, 0.0087, 0.0009, 0.0005, 0.0001, 0.0002, 0.0006, -0.0001, 0.0001, 0.0001, 0.0000, 0.0000, 0.0000, 0.0003, 0.0000, 0.0050, 0.0065, 0.0090, 0.0021, 0.0023, 0.0000, 0.0014, 0.0003, 0.0013, 0.0007, 0.0003, 0.0002, 0.0000, 0.0000, 0.0001, 0.0000]
}


{
  "formula": "C20H19BrN7O5RuS",
  "method": "ωB97M-V with the def2-TZVPD basis set",
  "charge": 1,
  "largest_force_ev_per_a": 2.26,
  "e_homo_ev": [-10.87, -10.89],
  "lumo_ha": [-0.2382, -0.2375],
  "e_above_lowest_kcal_mol": 8.04,
  "molar_mass_g_mol": 650.46,
  "elements": ["Ru", "Br", "C", "C", "C", "C", "C", "C", "N", "N", "C", "C", "C", "C", "O", "C", "N", "C", "C", "C", "C", "H", "H", "H", "H", "H", "H", "H", "H", "H", "C", "C", "C", "C", "N", "C", "N", "N", "N", "H", "H", "H", "H", "H", "H", "H", "H", "H", "H", "O", "S", "O", "O", "O"],
  "coordinates": [[0.2854, 1.8981, -0.9616], [-6.4930, 0.8484, 6.4225], [-5.8206, -0.3481, 5.1436], [-5.5400, 0.1151, 3.8573], [-5.0326, -0.7581, 2.9189], [-4.8149, -2.0924, 3.2662], [-5.1641, -2.5653, 4.5317], [-5.6391, -1.6834, 5.4854], [-4.3340, -3.0611, 2.3562], [-3.5768, -2.7690, 1.4341], [-2.7019, -1.7211, 1.3552], [-1.9120, -1.3246, 2.4530], [-0.9320, -0.3684, 2.3283], [-0.6865, 0.2330, 1.0755], [0.2121, 1.1200, 0.8842], [-1.4668, -0.1923, -0.0585], [-1.1729, 0.4329, -1.2228], [-1.8194, 0.0875, -2.3197], [-2.8103, -0.9048, -2.3047], [-3.1271, -1.5406, -1.1271], [-2.4480, -1.1782, 0.0470], [-5.7332, 1.1459, 3.6013], [-4.8427, -0.4138, 1.9094], [-5.0390, -3.6147, 4.7537], [-5.8862, -2.0270, 6.4788], [-2.0867, -1.7899, 3.4130], [-0.3375, -0.0620, 3.1744], [-1.5405, 0.6084, -3.2271], [-3.3116, -1.1599, -3.2245], [-3.8781, -2.3175, -1.0952], [6.0305, 0.3305, -0.5437], [6.0372, 0.3290, -2.0659], [5.7928, -1.0653, -2.6286], [5.0659, 1.3461, -2.6449], [3.6664, 0.9502, -2.4703], [2.8261, 0.3859, -3.3660], [1.6573, 0.2512, -2.7943], [1.8154, 0.7585, -1.5665], [3.0139, 1.1963, -1.3615], [6.7552, -0.3869, -0.1657], [5.0531, 0.0517, -0.1486], [6.2855, 1.3106, -0.1464], [7.0194, 0.6726, -2.4092], [4.8676, -1.4934, -2.2370], [6.6015, -1.7337, -2.3434], [5.7382, -1.0615, -3.7165], [5.2030, 1.4588, -3.7218], [5.1585, 2.3251, -2.1771], [3.0960, 0.1132, -4.3684], [1.5499, 3.4982, -0.7350], [1.2791, 4.0550, -2.1332], [0.8461, 5.4031, -2.1444], [0.0024, 3.0721, -2.3975], [2.2886, 3.6356, -3.0628]],
  "nbo_charge": [1.2364, 0.1303, -0.0562, -0.2486, -0.1455, -0.0003, -0.1549, -0.2297, -0.0138, -0.1408, 0.1769, -0.2442, -0.1327, 0.2934, -0.4693, 0.1080, -0.4273, 0.1332, -0.2470, -0.0907, -0.0486, 0.2430, 0.2158, 0.2455, 0.2471, 0.2481, 0.2520, 0.2424, 0.2518, 0.2532, -0.6117, -0.2304, -0.6165, -0.2136, -0.1129, 0.1929, -0.2477, -0.0832, 0.0623, 0.2264, 0.2064, 0.2229, 0.2266, 0.1996, 0.2365, 0.2094, 0.2309, 0.2541, 0.2508, -0.9223, 2.5266, -0.8876, -0.7819, -0.9653]
}


{
  "formula": "C20H19Cl2N2",
  "method": "ωB97M-V with the def2-TZVPD basis set",
  "charge": 1,
  "largest_force_ev_per_a": 5.78,
  "e_homo_ev": -11.66,
  "lumo_ha": -0.0955,
  "e_above_lowest_kcal_mol": 57.56,
  "molar_mass_g_mol": 358.29,
  "elements": ["C", "C", "C", "C", "C", "C", "C", "N", "C", "C", "C", "C", "C", "Cl", "C", "Cl", "C", "C", "N", "C", "C", "C", "C", "C", "H", "H", "H", "H", "H", "H", "H", "H", "H", "H", "H", "H", "H", "H", "H", "H", "H", "H", "H"],
  "coordinates": [[-0.9599, -2.9089, -5.1652], [-0.8594, -2.1415, -3.8148], [0.2822, -1.4573, -3.3475], [0.2275, -0.6697, -2.1751], [-0.8715, -0.8066, -1.3164], [-0.9138, -0.1967, 0.0515], [0.2298, 0.3358, 0.6219], [-0.0652, 0.8930, 1.7908], [1.0562, 1.3821, 2.7336], [2.2080, 1.8530, 1.9080], [2.1485, 2.8736, 1.0589], [3.1555, 3.0737, 0.1031], [4.3252, 2.2469, 0.0597], [5.5659, 2.4983, -1.1531], [4.4129, 1.2118, 0.9046], [5.9309, 0.1104, 0.9403], [3.4749, 1.0633, 1.9402], [-1.3242, 0.6422, 2.0765], [-1.8347, -0.1305, 1.0521], [-3.0607, -0.7134, 1.3866], [-3.2764, -0.3692, 2.8100], [-2.2333, 0.6859, 3.2340], [-1.9593, -1.5775, -1.6834], [-1.8905, -2.2634, -2.9742], [-0.0563, -2.8825, -5.8069], [-1.6770, -2.3596, -5.7987], [-1.2832, -3.9260, -5.1273], [1.2322, -1.3513, -3.9646], [1.0549, -0.0244, -1.8941], [1.3062, 0.3140, 0.2643], [0.7679, 2.2303, 3.3359], [1.2919, 0.5810, 3.2658], [1.1517, 3.4105, 0.9921], [3.1473, 3.8497, -0.6755], [3.5672, 0.2046, 2.6106], [-3.0940, -1.7466, 1.2637], [-3.7982, -0.3069, 0.7371], [-3.2178, -1.2697, 3.5655], [-4.2544, 0.1715, 2.9619], [-2.6511, 1.7115, 3.2723], [-1.7190, 0.4147, 4.1633], [-2.7974, -1.8202, -1.0649], [-2.7396, -2.8359, -3.1428]],
  "nbo_charge": [-0.6369, -0.0088, -0.1711, -0.1894, -0.0960, 0.1655, -0.0544, -0.2835, -0.2050, -0.0673, -0.2020, -0.1900, -0.0673, 0.0623, 0.0064, -0.0131, -0.1984, 0.4235, -0.2732, -0.2324, -0.4049, -0.4530, -0.1783, -0.1835, 0.2281, 0.2305, 0.2323, 0.2335, 0.2176, 0.2637, 0.2419, 0.2186, 0.2285, 0.2513, 0.2397, 0.2308, 0.2213, 0.2440, 0.2479, 0.2493, 0.2514, 0.2057, 0.2145]
}


{
  "formula": "C20H19ClNO",
  "method": "ωB97M-V with the def2-TZVPD basis set",
  "charge": 1,
  "largest_force_ev_per_a": 1.35,
  "e_homo_ev": -11.84,
  "lumo_ha": -0.1838,
  "e_above_lowest_kcal_mol": 0.00,
  "molar_mass_g_mol": 324.83,
  "elements": ["C", "O", "C", "C", "C", "C", "C", "C", "C", "C", "C", "C", "C", "C", "C", "C", "H", "H", "H", "H", "H", "H", "H", "H", "H", "H", "H", "H", "H", "H", "H", "Cl", "C", "C", "C", "N", "C", "C", "H", "H", "H", "H"],
  "coordinates": [[-5.1150, 1.7881, -2.6683], [-4.6471, 0.4382, -2.4690], [-3.3942, 0.2174, -1.9952], [-2.9883, -1.1415, -1.9335], [-1.7235, -1.4684, -1.5211], [-0.8004, -0.4676, -1.0848], [0.4825, -0.8515, -0.6162], [1.6871, -0.1171, -0.7390], [2.8921, -0.6962, -0.2315], [4.0593, 0.0365, -0.1506], [4.1005, 1.3753, -0.5714], [5.3588, 2.1648, -0.3950], [2.9656, 1.9245, -1.1834], [1.8067, 1.1768, -1.3441], [-1.2469, 0.8856, -1.0960], [-2.4948, 1.2341, -1.5846], [-6.1347, 1.6488, -3.0273], [-5.1191, 2.3580, -1.7291], [-4.5162, 2.3108, -3.4270], [-3.7112, -1.8951, -2.2374], [-1.3979, -2.5091, -1.5282], [0.5742, -1.8605, -0.2257], [2.8603, -1.7335, 0.1039], [4.9645, -0.4113, 0.2614], [5.1742, 3.2338, -0.5340], [5.7738, 2.0073, 0.6077], [6.1328, 1.8592, -1.1118], [3.0063, 2.9588, -1.5333], [0.9842, 1.5776, -1.9347], [-0.5980, 1.6653, -0.6988], [-2.7928, 2.2839, -1.6455], [-1.2747, -2.2193, 6.2043], [-0.8443, -1.9782, 4.5622], [-1.4712, -0.9823, 3.8039], [-1.0802, -0.8257, 2.4643], [-0.1351, -1.5773, 1.8886], [0.4581, -2.5294, 2.6211], [0.1392, -2.7767, 3.9645], [-2.2389, -0.3508, 4.2387], [-1.5564, -0.0614, 1.8457], [1.2228, -3.1312, 2.1247], [0.6377, -3.5606, 4.5256]],
  "nbo_charge": [-0.2643, -0.4602, 0.3958, -0.2645, -0.0896, -0.2155, 0.1415, -0.1117, -0.1062, -0.2275, 0.1062, -0.6539, -0.2287, -0.1220, -0.1184, -0.2773, 0.2236, 0.1910, 0.1938, 0.2515, 0.2318, 0.2431, 0.2241, 0.2339, 0.2317, 0.2417, 0.2511, 0.2336, 0.2291, 0.2286, 0.2347, 0.0669, -0.0022, -0.2641, 0.0508, -0.4700, 0.0468, -0.2629, 0.2441, 0.1998, 0.1979, 0.2462]
}


Please write out number 5 again, unchanged.
{
  "formula": "C20H19ClNO",
  "method": "ωB97M-V with the def2-TZVPD basis set",
  "charge": 1,
  "largest_force_ev_per_a": 1.35,
  "e_homo_ev": -11.84,
  "lumo_ha": -0.1838,
  "e_above_lowest_kcal_mol": 0.00,
  "molar_mass_g_mol": 324.83,
  "elements": ["C", "O", "C", "C", "C", "C", "C", "C", "C", "C", "C", "C", "C", "C", "C", "C", "H", "H", "H", "H", "H", "H", "H", "H", "H", "H", "H", "H", "H", "H", "H", "Cl", "C", "C", "C", "N", "C", "C", "H", "H", "H", "H"],
  "coordinates": [[-5.1150, 1.7881, -2.6683], [-4.6471, 0.4382, -2.4690], [-3.3942, 0.2174, -1.9952], [-2.9883, -1.1415, -1.9335], [-1.7235, -1.4684, -1.5211], [-0.8004, -0.4676, -1.0848], [0.4825, -0.8515, -0.6162], [1.6871, -0.1171, -0.7390], [2.8921, -0.6962, -0.2315], [4.0593, 0.0365, -0.1506], [4.1005, 1.3753, -0.5714], [5.3588, 2.1648, -0.3950], [2.9656, 1.9245, -1.1834], [1.8067, 1.1768, -1.3441], [-1.2469, 0.8856, -1.0960], [-2.4948, 1.2341, -1.5846], [-6.1347, 1.6488, -3.0273], [-5.1191, 2.3580, -1.7291], [-4.5162, 2.3108, -3.4270], [-3.7112, -1.8951, -2.2374], [-1.3979, -2.5091, -1.5282], [0.5742, -1.8605, -0.2257], [2.8603, -1.7335, 0.1039], [4.9645, -0.4113, 0.2614], [5.1742, 3.2338, -0.5340], [5.7738, 2.0073, 0.6077], [6.1328, 1.8592, -1.1118], [3.0063, 2.9588, -1.5333], [0.9842, 1.5776, -1.9347], [-0.5980, 1.6653, -0.6988], [-2.7928, 2.2839, -1.6455], [-1.2747, -2.2193, 6.2043], [-0.8443, -1.9782, 4.5622], [-1.4712, -0.9823, 3.8039], [-1.0802, -0.8257, 2.4643], [-0.1351, -1.5773, 1.8886], [0.4581, -2.5294, 2.6211], [0.1392, -2.7767, 3.9645], [-2.2389, -0.3508, 4.2387], [-1.5564, -0.0614, 1.8457], [1.2228, -3.1312, 2.1247], [0.6377, -3.5606, 4.5256]],
  "nbo_charge": [-0.2643, -0.4602, 0.3958, -0.2645, -0.0896, -0.2155, 0.1415, -0.1117, -0.1062, -0.2275, 0.1062, -0.6539, -0.2287, -0.1220, -0.1184, -0.2773, 0.2236, 0.1910, 0.1938, 0.2515, 0.2318, 0.2431, 0.2241, 0.2339, 0.2317, 0.2417, 0.2511, 0.2336, 0.2291, 0.2286, 0.2347, 0.0669, -0.0022, -0.2641, 0.0508, -0.4700, 0.0468, -0.2629, 0.2441, 0.1998, 0.1979, 0.2462]
}


Which formula does entry 5 have?
C20H19ClNO